{
  "formula": "C58H51BiCl5N3O5S4",
  "method": "ωB97M-V/def2-TZVPD",
  "species": ["Bi", "C", "C", "C", "O", "C", "C", "O", "C", "O", "C", "C", "C", "C", "C", "C", "C", "C", "C", "C", "C", "C", "C", "O", "C", "C", "C", "C", "C", "C", "C", "C", "C", "C", "C", "C", "H", "H", "H", "H", "H", "H", "H", "H", "H", "H", "H", "H", "H", "H", "H", "H", "H", "H", "H", "H", "H", "H", "H", "H", "H", "H", "H", "H", "Cl", "C", "C", "Cl", "C", "Cl", "C", "O", "C", "Cl", "C", "Cl", "S", "C", "N", "C", "C", "N", "C", "C", "C", "C", "C", "C", "C", "C", "S", "C", "C", "C", "C", "C", "C", "C", "H", "H", "H", "H", "H", "H", "H", "H", "H", "H", "H", "H", "H", "H", "H", "H", "H", "H", "S", "C", "N", "C", "C", "S", "H", "H", "H", "H", "H"],
  "positions_angstrom": [[-0.132, 0.234, -0.155], [-4.410, -4.659, -1.539], [-3.371, -4.017, -2.451], [-3.398, -4.621, -3.839], [-2.081, -4.168, -1.852], [-1.605, -2.919, -1.360], [-2.872, -2.035, -1.492], [-3.579, -2.629, -2.563], [-2.889, -0.490, -1.537], [-2.191, -0.064, -0.387], [-4.367, -0.081, -1.283], [-4.862, -0.252, 0.011], [-6.163, 0.098, 0.332], [-7.000, 0.633, -0.639], [-6.516, 0.817, -1.924], [-5.209, 0.465, -2.245], [-2.410, 0.191, -2.823], [-1.906, 1.487, -2.744], [-1.553, 2.197, -3.883], [-1.728, 1.631, -5.138], [-2.256, 0.352, -5.232], [-2.595, -0.360, -4.090], [-0.222, -2.558, -1.965], [0.098, -1.226, -1.650], [-0.140, -2.716, -3.493], [-0.138, -3.983, -4.081], [0.015, -4.124, -5.451], [0.181, -3.004, -6.257], [0.206, -1.746, -5.677], [0.056, -1.605, -4.302], [0.860, -3.496, -1.366], [2.168, -3.347, -1.835], [3.208, -4.100, -1.321], [2.962, -5.029, -0.316], [1.669, -5.206, 0.142], [0.624, -4.453, -0.386], [-4.200, -5.724, -1.444], [-5.405, -4.522, -1.963], [-4.379, -4.208, -0.545], [-3.090, -5.666, -3.789], [-2.722, -4.078, -4.496], [-4.413, -4.565, -4.237], [-1.429, -3.029, -0.293], [-3.417, -2.248, -0.564], [-4.201, -0.632, 0.781], [-6.518, -0.040, 1.346], [-8.017, 0.912, -0.391], [-7.154, 1.246, -2.687], [-4.856, 0.626, -3.254], [-1.833, 1.977, -1.779], [-1.155, 3.200, -3.789], [-1.474, 2.189, -6.032], [-2.399, -0.104, -6.205], [-3.005, -1.353, -4.186], [-0.246, -4.858, -3.453], [0.012, -5.115, -5.890], [0.296, -3.116, -7.329], [0.342, -0.865, -6.296], [0.099, -0.627, -3.836], [2.362, -2.621, -2.617], [4.211, -3.964, -1.706], [3.774, -5.616, 0.099], [1.463, -5.936, 0.915], [-0.382, -4.651, -0.037], [-4.320, -2.674, 5.188], [-3.350, -1.618, 4.232], [-2.301, -2.123, 3.472], [-1.952, -3.811, 3.471], [-1.534, -1.262, 2.706], [-0.209, -1.867, 1.761], [-1.774, 0.124, 2.620], [-1.067, 0.897, 1.873], [-2.845, 0.605, 3.409], [-3.175, 2.291, 3.329], [-3.609, -0.243, 4.197], [-4.904, 0.395, 5.132], [2.835, -0.494, -0.356], [3.579, 0.932, 0.063], [4.622, 1.407, -0.629], [5.283, 2.627, -0.189], [4.269, 3.642, 0.249], [3.455, 3.057, 1.311], [2.751, 3.956, 2.238], [3.517, 5.221, 2.518], [3.100, 6.444, 2.007], [3.822, 7.603, 2.264], [4.972, 7.547, 3.037], [5.391, 6.331, 3.562], [4.666, 5.177, 3.305], [3.047, 1.770, 1.217], [1.947, 1.101, 2.259], [5.176, 0.708, -1.796], [4.557, 1.105, -3.115], [3.466, 0.403, -3.623], [2.882, 0.781, -4.823], [3.382, 1.867, -5.531], [4.478, 2.566, -5.039], [5.061, 2.182, -3.838], [5.877, 3.022, -1.011], [5.953, 2.403, 0.648], [3.640, 3.941, -0.596], [4.773, 4.522, 0.636], [2.606, 3.402, 3.161], [1.757, 4.175, 1.834], [2.196, 6.488, 1.410], [3.485, 8.548, 1.855], [5.533, 8.450, 3.243], [6.281, 6.285, 4.176], [4.989, 4.229, 3.722], [5.028, -0.356, -1.633], [6.247, 0.920, -1.803], [3.064, -0.442, -3.075], [2.032, 0.228, -5.202], [2.929, 2.158, -6.471], [4.892, 3.395, -5.599], [5.937, 2.713, -3.478], [1.272, 2.883, -1.683], [1.082, 4.477, -2.063], [1.576, 5.073, -3.152], [1.472, 6.520, -3.249], [0.278, 6.905, -2.381], [0.197, 5.624, -1.085], [2.182, 4.536, -3.756], [1.309, 6.815, -4.285], [2.389, 6.996, -2.894], [-0.654, 6.873, -2.941], [0.393, 7.881, -1.918]],
  "homo_lumo_gap_ev": 6.83,
  "total_charge": 0,
  "lumo_ha": -0.0292,
  "homo_energy_ev": -7.63,
  "e_above_lowest_kj_mol": 75.2,
  "e_tot_ev": -187476.1099
}